[1]
Computed, not measured: one molecule with the formula C2H2NO2P in a non-equilibrium geometry, with ωB97M-V with the def2-TZVPD basis set.

XYZ file:
```
8
C2H2NO2P (ωB97M-V with the def2-TZVPD basis set)
C 0.74520 -0.67937 0.01466
C 0.56886 0.71992 -0.13233
N -0.19763 -1.49046 0.26228
O -0.65918 1.36398 0.03704
O -1.52758 -0.88692 -0.27516
P -1.99768 0.57510 0.16400
H 1.74344 -0.92301 0.21059
H 1.32459 1.32075 -0.28109
```

Properties
- energy relative to the best compared isomer or geometry (same formula, charge and spin) (kcal per mole) = 90.91
- HOMO-LUMO gap (alpha / beta) (eV) = 6.2 / 7.8
- E_HOMO (alpha / beta) (eV) = -7.4 / -8.4
- charge = 0

These are the Löwdin partial charges, in e, on atoms 1 to 2:
1 C -0.21
2 C -0.12



[2]
Computed, not measured: a 2-piece molecular cluster, C2H8OS overall in a non-equilibrium geometry, with ωB97M-V with the def2-TZVPD basis set.

XYZ file:
```
12
C2H8OS (ωB97M-V with the def2-TZVPD basis set)
C 2.47732 -0.37829 0.32913
S 1.58683 1.07041 0.79849
C -0.20097 1.03740 0.73107
H 2.88691 -0.95417 1.20079
H 1.96790 -1.10377 -0.35241
H 3.27923 -0.05700 -0.28272
H -0.38473 1.56891 1.72159
H -0.63569 -0.00799 0.77528
H -0.60262 1.52643 -0.12882
O -3.07327 -1.08370 -1.63404
H -3.79740 -0.81339 -2.30271
H -3.50352 -0.80484 -0.85567
```

Properties
- energy relative to the best compared isomer or geometry (same formula, charge and spin) (kcal per mole) = 22.68
- structure (SMILES) = CSC.O
- HOMO-LUMO gap (eV) = 9.0
- E_HOMO (eV) = -8.2
- charge = 0

These are the Löwdin partial charges, in e, on atoms 1 to 2:
1 C -0.48
2 S 0.74



[3]
Computed, not measured: C24H35GaNO as an isolated structure in a non-equilibrium geometry, with ωB97M-V with the def2-TZVPD basis set.

XYZ file:
```
62
C24H35GaNO (ωB97M-V with the def2-TZVPD basis set)
O 4.32172 -3.82263 2.05655
C 3.57688 -2.88955 2.85101
C 3.53682 -1.43456 2.25492
C 2.84755 -1.35024 0.82616
C 3.01032 0.16979 0.33724
Ga 1.39018 1.36251 0.76824
C 0.61913 1.01604 2.68400
C -0.45694 -0.13448 2.52107
C -0.91139 -0.82810 3.87138
C -0.77671 -2.40289 3.91553
N -0.92133 -3.09088 2.61943
C -1.81047 -2.93244 1.57422
C -1.52288 -3.91006 0.51036
C -0.36578 -4.69215 1.03594
C -0.05757 -4.15095 2.34865
H 3.67948 -4.36696 1.57379
H 2.51128 -3.23308 2.96312
H 3.97631 -2.80053 3.90741
H 4.59147 -1.06890 2.12218
H 3.01526 -0.72802 2.95260
H 3.38387 -2.04440 0.10841
H 1.77381 -1.68451 0.83958
H 3.20644 0.11968 -0.76766
H 3.91700 0.56628 0.87267
H 0.22150 0.94612 -0.28794
H 1.72153 2.91094 0.49502
H 1.44352 0.76611 3.41198
H 0.10237 1.97983 2.96737
H -1.38483 0.33788 2.07725
H -0.07929 -0.84183 1.73776
H -0.33609 -0.42762 4.75450
H -1.99438 -0.57196 4.05847
H -1.51630 -2.86429 4.63094
H 0.24436 -2.65093 4.31037
H -2.59978 -2.15371 1.57632
H -2.07984 -3.96850 -0.44624
H 0.14412 -5.52477 0.50576
H 0.72656 -4.49691 3.05072
C -3.08487 1.75814 -2.64723
C -3.59609 1.01159 -3.70301
C -3.72865 -0.36628 -3.58022
C -3.35842 -0.99659 -2.39728
C -2.85093 -0.24945 -1.34128
C -2.71019 1.12680 -1.46728
H -2.97790 2.83255 -2.74436
H -3.89057 1.50476 -4.62309
H -4.12102 -0.94954 -4.40594
H -3.46562 -2.07121 -2.29928
H -2.56292 -0.74042 -0.41880
H -2.30859 1.70701 -0.64544
C 0.26321 6.07338 -4.07204
C -0.24774 5.32727 -5.12742
C -0.38098 3.94898 -5.00408
C -0.01215 3.31773 -3.82114
C 0.49546 4.06459 -2.76404
C 0.63713 5.44140 -2.89108
H 0.37035 7.14820 -4.16943
H -0.54176 5.82038 -6.04772
H -0.77339 3.36596 -5.82993
H -0.12066 2.24370 -3.72326
H 0.78176 3.57232 -1.84023
H 1.03802 6.02236 -2.06858
```

Properties
- HOMO-LUMO gap (eV) = 7.5
- E_HOMO (eV) = -4.6
- charge = -1

These are the Löwdin partial charges, in e, on atoms 1 to 2:
1 O -0.09
2 C -0.28



[4]
Computed, not measured: an isolated ion of composition C4H7N2O and charge +1 in a non-equilibrium geometry, with ωB97M-V with the def2-TZVPD basis set.

XYZ file:
```
14
C4H7N2O (ωB97M-V with the def2-TZVPD basis set)
C 0.53177 2.27928 2.24511
N 0.09577 1.49408 1.19034
C -0.06327 0.87793 0.25535
C -0.38720 0.07757 -0.74276
N -0.01088 -1.28070 -0.77236
C -0.53270 -2.11892 -1.80420
O 0.89360 -1.69866 -0.06350
H 0.98551 3.22841 1.85608
H 1.44818 1.67564 2.59106
H -0.04883 2.50565 3.16201
H -0.90610 0.37414 -1.56214
H 0.19575 -2.98271 -2.14769
H -0.91488 -1.63349 -2.83730
H -1.28673 -2.79823 -1.36998
```

Properties
- energy relative to the best compared isomer or geometry (same formula, charge and spin) (kcal per mole) = 117.64
- structure (SMILES) = CN=C=C[N+](C)=O
- HOMO-LUMO gap (alpha / beta) (eV) = 8.6 / 8.6
- E_HOMO (alpha / beta) (eV) = -14.2 / -14.2
- charge = +1

These are the Löwdin partial charges, in e, on atoms 1 to 2:
1 C -0.02
2 N 0.16



Copy entry 1 word for word.
Computed, not measured: one molecule with the formula C2H2NO2P in a non-equilibrium geometry, with ωB97M-V with the def2-TZVPD basis set.

XYZ file:
```
8
C2H2NO2P (ωB97M-V with the def2-TZVPD basis set)
C 0.74520 -0.67937 0.01466
C 0.56886 0.71992 -0.13233
N -0.19763 -1.49046 0.26228
O -0.65918 1.36398 0.03704
O -1.52758 -0.88692 -0.27516
P -1.99768 0.57510 0.16400
H 1.74344 -0.92301 0.21059
H 1.32459 1.32075 -0.28109
```

Properties
- energy relative to the best compared isomer or geometry (same formula, charge and spin) (kcal per mole) = 90.91
- HOMO-LUMO gap (alpha / beta) (eV) = 6.2 / 7.8
- E_HOMO (alpha / beta) (eV) = -7.4 / -8.4
- charge = 0

These are the Löwdin partial charges, in e, on atoms 1 to 2:
1 C -0.21
2 C -0.12



Among the records above, which one has the highest charge? C4H7N2O



What is the charge in the first record? 0



What did the third record say?
Computed, not measured: C24H35GaNO as an isolated structure in a non-equilibrium geometry, with ωB97M-V with the def2-TZVPD basis set.

XYZ file:
```
62
C24H35GaNO (ωB97M-V with the def2-TZVPD basis set)
O 4.32172 -3.82263 2.05655
C 3.57688 -2.88955 2.85101
C 3.53682 -1.43456 2.25492
C 2.84755 -1.35024 0.82616
C 3.01032 0.16979 0.33724
Ga 1.39018 1.36251 0.76824
C 0.61913 1.01604 2.68400
C -0.45694 -0.13448 2.52107
C -0.91139 -0.82810 3.87138
C -0.77671 -2.40289 3.91553
N -0.92133 -3.09088 2.61943
C -1.81047 -2.93244 1.57422
C -1.52288 -3.91006 0.51036
C -0.36578 -4.69215 1.03594
C -0.05757 -4.15095 2.34865
H 3.67948 -4.36696 1.57379
H 2.51128 -3.23308 2.96312
H 3.97631 -2.80053 3.90741
H 4.59147 -1.06890 2.12218
H 3.01526 -0.72802 2.95260
H 3.38387 -2.04440 0.10841
H 1.77381 -1.68451 0.83958
H 3.20644 0.11968 -0.76766
H 3.91700 0.56628 0.87267
H 0.22150 0.94612 -0.28794
H 1.72153 2.91094 0.49502
H 1.44352 0.76611 3.41198
H 0.10237 1.97983 2.96737
H -1.38483 0.33788 2.07725
H -0.07929 -0.84183 1.73776
H -0.33609 -0.42762 4.75450
H -1.99438 -0.57196 4.05847
H -1.51630 -2.86429 4.63094
H 0.24436 -2.65093 4.31037
H -2.59978 -2.15371 1.57632
H -2.07984 -3.96850 -0.44624
H 0.14412 -5.52477 0.50576
H 0.72656 -4.49691 3.05072
C -3.08487 1.75814 -2.64723
C -3.59609 1.01159 -3.70301
C -3.72865 -0.36628 -3.58022
C -3.35842 -0.99659 -2.39728
C -2.85093 -0.24945 -1.34128
C -2.71019 1.12680 -1.46728
H -2.97790 2.83255 -2.74436
H -3.89057 1.50476 -4.62309
H -4.12102 -0.94954 -4.40594
H -3.46562 -2.07121 -2.29928
H -2.56292 -0.74042 -0.41880
H -2.30859 1.70701 -0.64544
C 0.26321 6.07338 -4.07204
C -0.24774 5.32727 -5.12742
C -0.38098 3.94898 -5.00408
C -0.01215 3.31773 -3.82114
C 0.49546 4.06459 -2.76404
C 0.63713 5.44140 -2.89108
H 0.37035 7.14820 -4.16943
H -0.54176 5.82038 -6.04772
H -0.77339 3.36596 -5.82993
H -0.12066 2.24370 -3.72326
H 0.78176 3.57232 -1.84023
H 1.03802 6.02236 -2.06858
```

Properties
- HOMO-LUMO gap (eV) = 7.5
- E_HOMO (eV) = -4.6
- charge = -1

These are the Löwdin partial charges, in e, on atoms 1 to 2:
1 O -0.09
2 C -0.28